# 1
Density functional theory data (ωB97M-V/def2-TZVPD) for a cluster of 2 separate species, C4H9N3 in total.

Computed properties:
Charge: 0

Last column: Mulliken charge in e.
Atoms and positions in Å:
C -0.238 -1.102 1.144  -0.3957
C 0.908 -0.770 0.240  -0.0165
C -0.918 0.958 -1.675  -0.5366
C 0.173 2.021 -1.722  -0.4476
H -0.392 -2.649 2.753  0.2952
H 0.896 -0.619 3.107  0.2665
H -0.790 -0.160 1.450  0.2439
H -1.004 -1.941 0.899  0.3413
H 1.690 -1.680 0.450  0.2793
H -1.721 1.303 -1.095  0.2943
H -0.838 0.161 -2.444  0.3255
H -0.240 3.060 -1.735  0.2374
H 0.780 1.901 -2.573  0.3579
N 0.503 -1.587 2.535  -0.6121
N 1.085 0.090 -0.780  -0.6171
N 0.105 1.013 -0.553  -0.0158

***

# 2
Density functional theory data (ωB97M-V/def2-TZVPD) for an isolated molecule of C4H9N3O.

Computed properties:
Charge: 0

Last column: Mulliken charge in e.
Atoms and positions in Å:
H -1.217 2.270 0.678  0.2654
N -1.556 1.614 1.389  -0.6445
C -0.979 0.460 1.258  -0.0733
C 0.335 0.257 0.524  -0.0238
C 1.584 0.852 1.069  -1.3489
C 0.144 -0.383 -0.631  0.5365
N 1.081 -0.909 -1.469  -0.5197
N -1.305 -0.765 -0.753  -0.1902
O -1.663 -1.816 -1.611  -0.4926
H -1.245 -0.364 1.941  0.3534
H 1.730 1.853 0.653  0.2676
H 2.456 0.227 0.853  0.3719
H 1.521 0.950 2.158  0.3462
H 1.720 -0.207 -1.826  0.2469
H 0.640 -1.467 -2.197  0.2917
H -1.940 0.026 -0.885  0.2619
H -1.306 -2.598 -1.150  0.3516

***

# 3
Density functional theory data (ωB97M-V/def2-TZVPD) for a cluster of 2 separate species, C4H9N3O in total.

Computed properties:
Charge: 0

Last column: Mulliken charge in e.
Atoms and positions in Å:
C -1.392 1.764 -0.136  -0.9445
N -0.207 0.931 -0.244  -0.2123
C 0.825 1.182 0.488  0.0383
N 2.009 0.562 0.339  -0.3735
H -2.075 1.315 0.587  0.3206
H -1.133 2.792 0.130  0.3686
H -1.887 1.721 -1.106  0.2870
H 0.907 2.171 0.948  0.2904
H 2.748 0.809 0.976  0.2366
H 2.004 -0.403 0.046  0.2658
C -0.008 -2.318 0.409  -0.4915
O -1.051 -1.572 -0.172  -0.2854
C -0.701 -0.726 -1.386  0.4100
N -0.784 -0.731 -2.542  -0.5323
H -0.441 -2.997 1.149  0.2346
H 0.501 -2.897 -0.374  0.2924
H 0.685 -1.603 0.887  0.0953

***

It is found that the ΔE to the lowest compared entry with this formula, charge and spin values, taken in the order of the records, are 189.45 92.36 94.36 kcal/mol.
It is found that the strongest force on any atom values, taken in the order of the records, are 6.42 2.93 5.17 eV/A.
It is found that the E_tot values, taken in the order of the records, are -8756.310 -10808.457 -10808.370 eV.